Here is a 8-piece molecular cluster, C38H68N10O7P3S overall from OMol25. Energies are from the ωB97M-V functional and the def2-TZVPD basis.

Structure (XYZ):
```
127
Properties=species:S:1:pos:R:3:lowdin_charge:R:1
C 3.530 -3.879 2.050 -0.1856
C 2.548 -3.081 2.929 -0.4031
P 1.591 -1.671 2.017 0.4426
P 1.364 -0.607 4.010 0.5703
N 0.871 -1.564 5.188 -0.4147
O 0.731 -0.426 1.168 -0.3732
C 0.139 -0.836 -0.096 -0.4199
C -1.138 -1.583 0.378 -0.1689
C -1.934 -0.663 1.336 -0.1680
C -3.470 -0.701 1.079 -0.1501
C -4.060 0.563 1.717 -0.1909
O -3.779 1.724 0.897 -0.0420
C -3.257 2.732 1.623 -0.3589
O -2.211 3.265 1.399 0.0940
C -0.002 0.492 -0.863 -0.0714
C -1.383 0.810 -1.489 -0.1581
C -1.317 0.891 -3.046 -0.2389
C -2.724 0.580 -3.585 -0.4306
S -2.946 1.300 -5.272 0.9366
C -2.824 3.022 -4.898 -0.6993
N -3.717 3.827 -4.427 0.0679
N -3.059 5.040 -4.299 0.0409
C -1.851 4.884 -4.695 -0.1698
O -1.621 3.604 -5.109 0.0114
C 1.210 -1.886 -0.609 -0.5593
C 2.416 -1.316 -1.413 -0.1682
C 3.360 -0.417 -0.603 -0.1975
C 4.211 0.568 -1.455 -0.2070
C 3.703 2.013 -1.191 -0.1802
C 4.131 2.446 0.209 -0.1799
O 3.603 3.737 0.583 -0.0397
C 2.239 3.727 0.744 -0.5211
C 1.578 2.981 1.882 0.0174
O 1.567 4.315 -0.066 0.1023
P 0.383 -3.142 -1.767 0.9794
C 1.274 -4.762 -1.624 -0.2760
C 0.633 -2.656 -3.540 -0.3058
O 1.765 -2.537 0.505 -0.3056
H 4.232 -4.399 2.728 0.0505
H 4.162 -3.247 1.416 0.0513
H 3.049 -4.680 1.481 0.0449
H 3.094 -2.660 3.786 0.0420
H 1.805 -3.771 3.349 0.0576
H 0.410 -2.358 2.471 0.0175
H 2.879 -1.004 1.982 0.0062
H 2.664 -0.063 4.337 -0.0584
H 0.494 0.520 3.863 -0.0534
H 0.008 -1.165 5.549 -0.0826
H -0.923 -2.554 0.819 0.0976
H -1.795 -1.756 -0.486 0.0721
H -1.759 -0.922 2.388 0.0962
H -1.640 0.388 1.234 0.1017
H -3.922 -1.561 1.583 0.1017
H -3.686 -0.676 0.004 0.1020
H -3.564 0.712 2.688 0.1111
H -5.135 0.476 1.931 0.1023
H -3.855 3.089 2.497 0.1171
H 0.744 0.598 -1.659 0.0970
H 0.222 1.289 -0.149 0.1097
H -1.717 1.786 -1.118 0.1116
H -2.175 0.096 -1.253 0.0772
H -0.999 1.910 -3.284 0.0980
H -0.573 0.202 -3.454 0.0882
H -3.432 1.109 -2.938 0.0795
H -2.940 -0.489 -3.594 0.0867
H -1.039 5.593 -4.731 0.1331
H 3.013 -2.161 -1.784 0.1109
H 2.108 -0.735 -2.296 0.0885
H 4.031 -1.054 -0.018 0.1007
H 2.814 0.179 0.131 0.0649
H 5.233 0.541 -1.059 0.0820
H 4.234 0.324 -2.518 0.0950
H 4.134 2.702 -1.918 0.0841
H 2.608 1.980 -1.213 0.1025
H 5.221 2.503 0.296 0.1231
H 3.790 1.720 0.959 0.1130
H 0.501 3.101 1.767 0.0736
H 1.781 1.900 1.839 0.0616
H 1.941 3.306 2.864 0.0924
H 1.741 -4.860 -0.643 0.0234
H 0.592 -5.590 -1.835 0.0183
H 2.033 -4.775 -2.420 -0.0081
H -0.088 -3.161 -4.189 0.0211
H 1.632 -2.948 -3.910 0.0263
H 0.581 -1.572 -3.673 0.0029
C 3.315 -2.734 9.048 -0.0907
C 2.648 -2.048 7.936 -0.2453
N 2.106 -1.550 7.047 0.1135
H 4.305 -3.066 8.737 0.0716
H 3.418 -2.054 9.892 0.0675
H 2.733 -3.601 9.359 0.0715
C 4.453 -6.412 -4.990 -0.0734
C 4.594 -5.422 -3.923 -0.2813
N 4.698 -4.645 -3.085 0.1481
H 4.236 -5.911 -5.932 0.0787
H 5.375 -6.980 -5.092 0.0773
H 3.638 -7.094 -4.754 0.0798
C -5.178 -0.641 5.085 -0.0739
C -3.795 -1.116 5.020 -0.2675
N -2.707 -1.477 4.964 0.1665
H -5.569 -0.774 6.092 0.0775
H -5.218 0.418 4.826 0.0686
H -5.796 -1.199 4.384 0.0321
C -8.210 -0.574 1.432 -0.0629
C -7.295 -1.569 1.988 -0.2722
N -6.567 -2.344 2.421 0.1513
H -8.437 0.180 2.184 0.0834
H -7.750 -0.091 0.571 0.0840
H -9.134 -1.056 1.119 0.0797
C 7.574 4.238 -2.294 -0.0612
C 6.844 2.999 -2.562 -0.2366
N 6.261 2.031 -2.761 0.1754
H 7.182 5.039 -2.918 0.0809
H 7.461 4.514 -1.248 0.0820
H 8.631 4.098 -2.515 0.0784
C -4.714 5.908 4.180 -0.0595
C -5.465 4.672 3.964 -0.2863
N -6.063 3.706 3.802 0.1287
H -5.110 6.696 3.542 0.0835
H -4.799 6.214 5.221 0.0818
H -3.664 5.748 3.939 0.0865
C -3.074 1.442 -8.931 -0.0861
C -2.884 0.745 -10.203 -0.2853
N -2.736 0.199 -11.202 0.1151
H -3.186 0.720 -8.125 0.0390
H -2.213 2.074 -8.723 0.0822
H -3.968 2.061 -8.980 0.0841
```

The orbital gap is 4.9 eV. For the max |F|, the calculation gives 3.0 eV Å⁻¹. Its net charge is -1. The calculation puts the LUMO energy at 1.95 eV.


Here is a 15-piece molecular cluster, C38H68N6O34S2 overall from OMol25. Energies are from the ωB97M-V functional and the def2-TZVPD basis.

Structure (XYZ):
```
148
Properties=species:S:1:pos:R:3:lowdin_charge:R:1
C -8.864 17.101 -27.240 0.0039
N -9.181 15.977 -26.513 -0.4394
O -10.386 15.829 -26.474 0.0938
O -8.470 15.020 -26.350 0.0601
H -8.034 17.602 -26.741 0.0912
H -9.656 17.816 -27.463 0.1253
H -8.390 16.796 -28.173 0.0872
C -7.617 12.088 -25.529 0.0715
N -6.460 11.906 -24.577 -0.4079
O -6.271 12.804 -23.767 0.0421
O -5.989 10.785 -24.543 0.0705
H -7.289 12.064 -26.568 0.0958
H -7.757 13.144 -25.295 0.0554
H -8.383 11.350 -25.294 0.1096
C -4.711 14.710 -26.148 0.0479
N -3.652 15.358 -25.418 -0.4671
O -3.802 16.479 -25.115 0.0800
O -2.732 14.662 -25.089 0.0814
H -5.603 15.334 -26.107 0.0954
H -4.737 13.623 -26.081 0.0979
H -4.473 14.867 -27.200 0.0823
C -6.845 19.931 -24.643 0.0180
N -7.064 18.500 -24.445 -0.3904
O -8.090 18.032 -23.875 0.0443
O -6.183 17.800 -24.916 0.0355
H -7.790 20.410 -24.901 0.1058
H -5.998 20.198 -25.275 0.0913
H -6.632 20.463 -23.716 0.1008
C 1.374 13.049 -28.596 0.0211
N 1.919 11.663 -28.618 -0.4538
O 2.979 11.554 -28.051 0.0724
O 1.258 10.811 -29.108 0.0857
H 1.272 13.394 -27.567 0.0674
H 0.347 13.130 -28.953 0.0732
H 1.958 13.689 -29.257 0.1111
C -3.187 19.332 -24.682 -0.0062
N -3.508 18.924 -23.351 -0.3945
O -2.586 18.353 -22.729 0.0549
O -4.523 19.422 -22.832 0.0380
H -2.785 20.344 -24.725 0.1201
H -4.120 19.342 -25.246 0.0677
H -2.502 18.633 -25.163 0.0824
O -1.222 12.803 -27.117 0.0841
C -1.357 11.682 -26.636 -0.3821
O -0.284 10.795 -26.512 0.0213
C -0.753 9.628 -25.985 -0.1858
C -2.280 9.774 -25.899 -0.1658
C -2.598 11.214 -25.964 -0.0882
H -0.337 9.551 -24.980 0.1289
H -0.661 8.739 -26.609 0.1346
H -2.684 9.334 -24.987 0.1126
H -2.725 9.249 -26.744 0.1136
H -2.745 11.565 -24.942 0.1360
H -3.473 11.403 -26.585 0.1272
O -0.238 19.413 -26.241 0.0967
C 0.865 19.365 -25.751 -0.5062
O 1.977 19.290 -26.458 0.0540
C 3.168 19.516 -25.666 -0.1492
C 2.760 19.148 -24.263 -0.1297
C 1.235 19.547 -24.295 -0.0520
H 3.602 20.514 -25.724 0.1250
H 3.949 18.866 -26.058 0.1264
H 3.369 19.624 -23.495 0.1152
H 2.781 18.061 -24.176 0.1037
H 1.008 20.598 -24.121 0.1282
H 0.674 18.864 -23.657 0.1188
O -10.106 15.927 -19.745 0.1453
C -9.375 15.630 -20.607 -0.5778
O -8.085 15.735 -20.357 0.0457
C -7.289 15.388 -21.504 -0.1164
C -8.341 14.596 -22.302 -0.1705
C -9.712 15.148 -21.972 -0.0447
H -6.495 14.685 -21.252 0.1137
H -6.950 16.282 -22.027 0.1129
H -8.159 13.541 -22.098 0.1129
H -8.047 14.776 -23.336 0.0877
H -10.534 14.455 -21.796 0.1365
H -9.912 16.012 -22.606 0.1287
O -5.094 6.887 -22.914 0.0767
C -4.848 7.935 -22.290 -0.4053
O -4.368 9.124 -22.827 -0.0191
C -4.248 10.199 -21.968 -0.2085
C -4.679 9.607 -20.651 -0.1472
C -4.941 8.093 -20.832 -0.0657
H -4.838 11.065 -22.267 0.1011
H -3.190 10.460 -21.972 0.1198
H -5.511 10.243 -20.349 0.1123
H -3.996 9.655 -19.802 0.1126
H -5.911 7.900 -20.375 0.1332
H -4.125 7.580 -20.323 0.1310
O -5.057 12.970 -18.953 0.0937
C -4.102 13.523 -19.503 -0.3997
O -3.244 12.866 -20.330 -0.0123
C -1.986 13.536 -20.468 -0.1255
C -2.177 14.885 -19.668 -0.1639
C -3.616 15.020 -19.485 -0.0913
H -1.767 13.579 -21.535 0.1130
H -1.157 12.942 -20.082 0.1142
H -1.834 15.734 -20.259 0.1142
H -1.596 14.842 -18.747 0.1186
H -4.065 15.627 -20.271 0.1238
H -3.818 15.541 -18.549 0.1293
O -4.948 12.476 -30.141 0.1039
C -5.501 13.559 -30.253 -0.4784
O -5.898 14.257 -29.233 0.0189
C -6.804 15.281 -29.568 -0.1503
C -7.089 15.005 -31.028 -0.1871
C -5.974 14.272 -31.547 -0.0795
H -6.338 16.263 -29.487 0.1303
H -7.556 15.129 -28.794 0.1070
H -7.225 15.930 -31.588 0.1271
H -8.044 14.480 -31.033 0.1344
H -5.190 14.897 -31.976 0.1336
H -6.225 13.539 -32.314 0.1362
O 0.107 18.507 -30.116 0.0776
C -0.699 17.674 -29.667 -0.4371
O -0.237 16.909 -28.639 0.0000
C -1.182 15.992 -28.177 -0.1360
C -2.254 16.017 -29.338 -0.1256
C -2.168 17.428 -29.913 -0.0663
H -1.570 16.333 -27.217 0.1190
H -0.555 15.101 -28.180 0.1005
H -3.270 15.812 -29.000 0.0846
H -1.971 15.262 -30.071 0.1204
H -2.759 18.196 -29.413 0.1333
H -2.196 17.369 -31.001 0.1259
C -6.059 8.767 -27.992 -0.1466
C -6.464 7.284 -27.666 -0.1914
O -7.689 7.438 -27.015 -0.1996
S -8.635 8.560 -27.773 0.7885
O -9.679 9.165 -26.886 -0.2595
O -8.984 8.058 -29.100 -0.2505
O -7.274 9.550 -28.028 -0.2335
H -5.551 8.785 -28.956 0.1247
H -5.338 9.203 -27.301 0.1083
H -5.720 6.694 -27.132 0.1338
H -6.444 6.597 -28.512 0.1226
C 2.335 13.733 -23.084 -0.1229
C 1.502 13.053 -24.181 -0.2211
O 2.311 13.095 -25.286 -0.2058
S 3.101 14.520 -25.424 0.7042
O 2.187 15.570 -25.897 -0.2496
O 4.273 14.160 -26.184 -0.2139
O 3.246 14.631 -23.789 -0.2134
H 2.875 13.053 -22.424 0.1299
H 1.693 14.402 -22.511 0.1239
H 0.525 13.529 -24.268 0.1277
H 1.257 12.014 -23.960 0.1343
```

The orbital gap is 8.7 eV. For the max |F|, the calculation gives 5.6 eV Å⁻¹. The calculation puts the LUMO energy at -0.98 eV.


Here is C38H69AsKN3OPSbSi3 as an isolated structure from OMol25. Energies are from the ωB97M-V functional and the def2-TZVPD basis.

Structure (XYZ):
```
118
Properties=species:S:1:pos:R:3:lowdin_charge:R:1
K 0.206 -0.119 -0.391 0.3630
O 3.119 3.204 0.387 -0.0252
C 2.456 2.239 -0.046 -0.5580
N 1.684 1.402 0.627 -0.1048
C 1.713 1.645 2.051 -0.2155
C 0.608 0.955 2.824 -0.2875
C 0.663 0.977 4.222 -0.0349
C -0.348 0.395 4.956 -0.0677
C -1.405 -0.211 4.281 -0.0684
C -1.374 -0.205 2.903 -0.1722
N -0.395 0.357 2.177 0.0371
C 2.582 1.944 -1.543 -0.1985
C 3.722 2.425 -2.183 -0.0063
C 3.899 2.162 -3.528 -0.0748
C 2.932 1.425 -4.202 -0.0751
C 1.830 0.991 -3.489 -0.1582
N 1.643 1.235 -2.186 0.0375
H 1.668 2.716 2.290 0.1095
H 2.674 1.321 2.481 0.1271
H 1.501 1.461 4.710 0.1205
H -0.322 0.411 6.039 0.1067
H -2.225 -0.676 4.812 0.1028
H -2.175 -0.668 2.334 0.0694
H 4.421 3.005 -1.598 0.1171
H 4.777 2.523 -4.049 0.1086
H 3.025 1.196 -5.256 0.1015
H 1.046 0.429 -3.990 0.1028
C -4.702 -2.549 -0.223 -0.3251
Sb -2.729 -1.848 -0.704 1.2449
C -1.839 -3.800 -0.613 -0.3448
C -3.014 -1.931 -2.835 -0.3261
H -4.997 -3.292 -0.964 0.0065
H -5.415 -1.724 -0.228 -0.0154
H -4.699 -3.006 0.768 0.0053
H -2.413 -4.506 -1.213 0.0125
H -1.803 -4.143 0.423 0.0004
H -0.817 -3.741 -0.991 -0.0293
H -3.493 -2.875 -3.096 0.0063
H -2.046 -1.867 -3.338 0.0027
H -3.633 -1.102 -3.177 -0.0152
C -5.469 3.580 0.486 -0.2128
Si -4.422 2.052 0.244 0.2229
C -5.138 1.106 -1.212 -0.2249
C -4.664 0.986 1.764 -0.2220
As -2.111 2.329 -0.078 0.8239
Si -2.131 3.290 -2.230 0.2407
C -3.571 4.384 -2.703 -0.2092
C -0.547 4.247 -2.464 -0.2061
C -2.116 1.829 -3.403 -0.2165
Si -1.701 4.239 1.252 0.2555
C -2.073 3.718 3.007 -0.2078
C -2.722 5.766 0.887 -0.2048
C 0.083 4.732 1.063 -0.2005
H -6.523 3.288 0.421 0.0366
H -5.276 4.346 -0.270 0.0170
H -5.302 4.026 1.469 0.0235
H -6.094 0.657 -0.920 0.0366
H -4.475 0.303 -1.546 -0.0352
H -5.321 1.758 -2.069 0.0239
H -5.727 0.948 2.025 0.0382
H -4.113 1.381 2.623 0.0131
H -4.318 -0.037 1.588 -0.0060
H -3.540 5.343 -2.180 0.0169
H -4.534 3.918 -2.489 0.0069
H -3.526 4.587 -3.778 0.0365
H -0.605 5.236 -2.002 0.0243
H -0.342 4.381 -3.531 0.0378
H 0.298 3.715 -2.015 0.0177
H -3.035 1.242 -3.320 0.0057
H -1.269 1.171 -3.178 0.0075
H -2.019 2.166 -4.441 0.0390
H -3.112 3.383 3.101 0.0123
H -1.928 4.563 3.689 0.0386
H -1.426 2.897 3.333 0.0130
H -3.723 5.705 1.314 0.0141
H -2.822 5.957 -0.184 0.0086
H -2.212 6.626 1.332 0.0372
H 0.764 3.889 0.928 -0.0066
H 0.406 5.286 1.950 0.0468
H 0.205 5.390 0.199 0.0279
C 2.411 -4.818 -2.044 -0.1114
C 2.526 -4.911 -0.515 -0.7020
C 3.872 -5.549 -0.173 -0.0863
C 1.390 -5.801 0.003 -0.0957
P 2.259 -3.147 0.084 1.1433
C 3.850 -2.362 -0.391 -0.3619
C 5.080 -2.542 0.246 -0.1065
C 6.225 -1.909 -0.216 -0.0734
C 6.166 -1.092 -1.338 -0.0744
C 4.957 -0.906 -1.989 -0.0697
C 3.810 -1.530 -1.510 -0.1016
C 2.180 -3.081 1.963 -0.6829
C 2.942 -4.123 2.781 -0.0852
C 2.648 -1.674 2.356 -0.0922
C 0.683 -3.188 2.316 -0.1088
H 2.518 -5.818 -2.477 0.0857
H 3.192 -4.183 -2.468 0.0736
H 1.441 -4.417 -2.348 0.0696
H 3.922 -6.537 -0.644 0.0874
H 4.004 -5.689 0.899 0.0642
H 4.708 -4.962 -0.554 0.0717
H 1.392 -6.748 -0.547 0.0882
H 0.411 -5.340 -0.137 0.0462
H 1.507 -6.037 1.061 0.0651
H 5.155 -3.184 1.113 0.0905
H 7.165 -2.057 0.301 0.1040
H 7.060 -0.598 -1.697 0.1035
H 4.897 -0.263 -2.857 0.0893
H 2.864 -1.359 -2.012 0.0836
H 4.012 -4.128 2.576 0.0622
H 2.559 -5.131 2.622 0.0637
H 2.817 -3.890 3.845 0.0892
H 3.733 -1.577 2.314 0.0806
H 2.322 -1.457 3.378 0.0909
H 2.230 -0.904 1.701 0.0495
H 0.278 -4.172 2.076 0.0655
H 0.094 -2.438 1.784 0.0467
H 0.545 -3.017 3.390 0.0888
```

The orbital gap is 7.7 eV. For the max |F|, the calculation gives 1.5 eV Å⁻¹. The calculation puts the LUMO energy at 0.28 eV.